{"formula": "C34H75N3SbSi5Tl", "method": "wB97M-V/def2-TZVPD", "symbols": ["Tl", "N", "C", "C", "C", "N", "C", "N", "C", "C", "C", "Sb", "C", "C", "C", "C", "C", "C", "H", "H", "H", "H", "H", "H", "H", "H", "H", "H", "H", "H", "H", "H", "H", "H", "H", "H", "H", "H", "H", "C", "Si", "C", "C", "Si", "Si", "C", "C", "C", "Si", "C", "C", "C", "H", "H", "H", "H", "H", "H", "H", "H", "H", "H", "H", "H", "H", "H", "H", "H", "H", "H", "H", "H", "H", "H", "H", "H", "H", "H", "H", "C", "C", "C", "C", "Si", "C", "C", "C", "C", "C", "C", "C", "C", "H", "H", "H", "H", "H", "H", "H", "H", "H", "H", "H", "H", "H", "H", "H", "H", "H", "H", "H", "H", "H", "H", "H", "H", "H", "H", "H"], "positions_angstrom": [[-0.5360, 0.4944, 0.3833], [1.6479, 0.1219, -0.4853], [2.7180, -0.1518, -0.8541], [3.9865, -0.4708, -1.2636], [4.2013, -1.1841, -2.4608], [4.3841, -1.7788, -3.4326], [5.0931, -0.1042, -0.4670], [5.9989, 0.1924, 0.1828], [-1.0659, -5.7424, 0.3678], [-2.1039, -4.9066, -0.3737], [-2.5587, -5.6246, -1.6356], [-1.3124, -2.8410, -0.5817], [-3.0936, -1.7793, -1.3694], [-3.5525, -2.1264, -2.7774], [-4.2327, -1.9480, -0.3694], [0.0200, -2.8930, -2.3377], [-0.3988, -3.7646, -3.5129], [1.4078, -3.2903, -1.8457], [-1.4627, -6.7392, 0.5772], [-0.7804, -5.2812, 1.3143], [-0.1645, -5.8651, -0.2353], [-2.9682, -4.7653, 0.2818], [-1.7055, -5.9597, -2.2219], [-3.1895, -5.0033, -2.2678], [-3.1355, -6.5122, -1.3605], [-2.7631, -0.7342, -1.3531], [-3.8795, -3.1637, -2.8408], [-2.7664, -1.9501, -3.5103], [-4.4053, -1.4995, -3.0591], [-4.5733, -2.9847, -0.3468], [-5.0874, -1.3241, -0.6460], [-3.9205, -1.6662, 0.6394], [0.0466, -1.8437, -2.6522], [-0.2629, -4.8188, -3.2747], [0.2348, -3.5401, -4.3747], [-1.4352, -3.6048, -3.8052], [1.4221, -4.3317, -1.5160], [1.7290, -2.6678, -1.0091], [2.1427, -3.1832, -2.6458], [2.0287, 2.7475, 3.2162], [0.5042, 2.0944, 4.1407], [0.8768, 1.8948, 5.9914], [-0.8540, 3.4199, 4.0622], [-0.0178, -0.0620, 3.2741], [1.8445, -1.5289, 3.4271], [1.4274, -3.1647, 2.5669], [3.3660, -0.7333, 2.6458], [2.1820, -1.8794, 5.2638], [-2.0254, -1.0623, 4.0395], [-2.1949, -2.8501, 3.4155], [-2.0761, -1.1120, 5.9376], [-3.5622, -0.1148, 3.4472], [2.0633, 3.8375, 3.1987], [2.0433, 2.4008, 2.1810], [2.9488, 2.3965, 3.6839], [1.1574, 2.8480, 6.4426], [1.6901, 1.1922, 6.1739], [-0.0002, 1.5204, 6.5216], [-0.5291, 4.3228, 4.5824], [-1.7764, 3.0780, 4.5339], [-1.0946, 3.7038, 3.0379], [1.0013, -2.9810, 1.5784], [0.7012, -3.7400, 3.1418], [2.3136, -3.7871, 2.4351], [3.1346, -0.3750, 1.6439], [4.2024, -1.4274, 2.5569], [3.7114, 0.1238, 3.2244], [1.3002, -2.2879, 5.7597], [2.4663, -0.9692, 5.7927], [2.9943, -2.5969, 5.3896], [-1.5455, -3.5233, 3.9763], [-1.9193, -2.9258, 2.3614], [-3.2184, -3.2154, 3.5168], [-1.1971, -1.6120, 6.3468], [-2.9581, -1.6442, 6.2980], [-2.1048, -0.1051, 6.3567], [-3.5964, -0.0664, 2.3575], [-3.5701, 0.9100, 3.8205], [-4.4788, -0.6034, 3.7820], [-2.3898, 3.2658, -4.1324], [-1.5150, 2.2377, -3.4057], [-0.1296, 2.2320, -4.0624], [-2.1124, 0.8389, -3.6156], [-1.3945, 2.6123, -1.4940], [-3.1526, 3.0121, -0.6846], [-3.5769, 4.4567, -0.9771], [-4.2382, 2.0603, -1.2019], [-3.1156, 2.8222, 0.8392], [-0.0491, 3.9841, -1.0892], [-0.1088, 4.3548, 0.3988], [-0.2514, 5.2593, -1.9171], [1.3682, 3.4489, -1.3441], [-2.4108, 3.0389, -5.2016], [-2.0011, 4.2776, -4.0109], [-3.4178, 3.2447, -3.7717], [-0.2183, 1.9013, -5.1005], [0.5527, 1.5520, -3.5499], [0.3086, 3.2287, -4.0741], [-2.2033, 0.6322, -4.6855], [-3.1015, 0.7440, -3.1701], [-1.4656, 0.0770, -3.1751], [-3.6024, 4.6583, -2.0481], [-2.8907, 5.1640, -0.5119], [-4.5735, 4.6473, -0.5700], [-4.4391, 2.1993, -2.2633], [-5.1706, 2.2421, -0.6596], [-3.9533, 1.0192, -1.0359], [-2.3025, 3.3719, 1.3075], [-3.0191, 1.7675, 1.1049], [-4.0518, 3.1796, 1.2783], [-1.0277, 4.8848, 0.6510], [0.7258, 5.0182, 0.6412], [-0.0219, 3.4657, 1.0302], [-1.2490, 5.6760, -1.7785], [-0.1004, 5.0758, -2.9806], [0.4745, 6.0161, -1.6075], [1.5505, 2.5241, -0.7953], [2.1032, 4.1886, -1.0156], [1.5507, 3.2571, -2.3979]], "forces_ev_per_a": [[0.0, 0.5, 0.7], [0.2, -0.2, -0.1], [-0.5, 0.1, 0.1], [0.3, -0.1, -0.1], [-0.1, -0.1, -0.3], [-0.1, 0.0, 0.0], [0.2, 0.1, 0.2], [0.0, 0.0, 0.0], [0.0, 0.1, 0.1], [0.2, 0.3, 0.1], [-0.1, 0.1, 0.0], [-0.3, 0.1, -0.7], [0.2, -0.3, 0.1], [0.1, 0.2, 0.0], [0.2, 0.1, 0.0], [-0.2, -0.1, 0.3], [0.0, 0.1, 0.0], [0.0, 0.1, 0.0], [0.0, 0.0, 0.0], [0.1, 0.0, 0.0], [0.0, 0.0, 0.0], [0.0, 0.1, 0.0], [0.0, 0.0, -0.1], [0.0, -0.1, -0.1], [0.0, 0.0, 0.0], [0.0, -0.1, 0.0], [0.0, 0.0, -0.1], [0.0, -0.1, -0.1], [0.0, 0.0, 0.0], [-0.1, 0.0, 0.1], [0.0, 0.0, 0.0], [-0.1, 0.0, 0.1], [-0.1, 0.0, 0.0], [0.0, 0.0, 0.0], [0.0, 0.0, 0.0], [0.0, -0.1, -0.1], [0.0, 0.0, 0.0], [0.1, 0.0, 0.0], [0.0, 0.0, 0.0], [-0.2, -0.2, 0.1], [0.1, 0.3, 0.3], [0.0, -0.1, -0.3], [0.0, -0.4, -0.2], [-0.4, 0.3, -1.1], [0.3, -0.2, 0.0], [0.0, 0.3, 0.0], [-0.3, 0.0, 0.1], [-0.2, 0.2, -0.2], [-0.5, -0.2, 0.2], [0.2, 0.3, 0.0], [0.2, 0.1, -0.3], [0.4, 0.0, 0.0], [-0.1, 0.1, 0.1], [0.0, 0.0, 0.0], [0.0, -0.1, 0.0], [0.0, 0.1, -0.1], [0.0, 0.0, 0.0], [-0.1, 0.0, 0.0], [0.1, 0.0, 0.1], [0.0, 0.0, 0.0], [0.0, 0.0, 0.0], [0.0, 0.0, 0.0], [-0.1, 0.0, 0.0], [0.1, 0.0, 0.1], [0.0, 0.0, 0.0], [0.0, -0.1, 0.1], [0.0, 0.0, 0.0], [0.0, 0.0, 0.0], [0.0, 0.0, 0.0], [0.0, 0.0, -0.1], [0.0, 0.0, 0.0], [0.0, 0.0, 0.0], [-0.1, 0.1, 0.1], [0.0, 0.0, 0.0], [-0.1, 0.0, -0.1], [0.0, 0.1, 0.0], [0.0, 0.0, 0.0], [0.0, 0.1, 0.0], [0.0, -0.1, 0.1], [0.0, 0.1, 0.3], [0.1, -0.4, 0.3], [0.0, 0.1, 0.2], [0.0, 0.1, 0.2], [-0.1, 0.0, 0.5], [0.3, -0.2, 0.0], [0.2, 0.0, -0.1], [0.2, 0.0, -0.1], [0.1, 0.0, -0.1], [-0.1, -0.3, 0.1], [-0.1, 0.0, -0.2], [-0.2, -0.2, 0.0], [-0.1, -0.1, -0.1], [0.0, 0.0, 0.0], [-0.1, 0.1, -0.1], [0.0, 0.1, -0.1], [0.0, 0.0, 0.0], [0.1, 0.0, 0.0], [0.1, 0.0, 0.0], [0.0, 0.0, 0.0], [0.0, -0.1, 0.0], [0.0, -0.1, 0.0], [0.0, 0.1, 0.0], [-0.1, 0.1, 0.0], [-0.1, 0.0, 0.0], [-0.1, 0.0, 0.0], [0.0, 0.0, 0.0], [-0.1, 0.0, 0.0], [0.0, 0.0, 0.1], [0.0, 0.0, 0.0], [-0.1, 0.0, 0.0], [0.0, 0.0, 0.1], [0.1, 0.0, 0.0], [0.0, 0.1, 0.1], [0.0, 0.1, -0.1], [0.0, 0.0, 0.0], [0.0, 0.0, 0.0], [0.1, 0.0, 0.0], [0.0, 0.1, 0.0], [0.1, -0.1, 0.0]], "mulliken_charge": [1.39, -0.41, 0.64, 0.46, -0.05, -0.61, -0.03, -0.55, -1.32, 0.48, -1.39, -0.57, 3.83, -1.68, -1.65, 1.47, -1.65, -1.13, 0.43, 0.23, 0.29, 0.41, 0.29, 0.21, 0.46, -2.98, 0.37, 0.21, 0.42, 0.47, 0.46, 0.29, -0.32, 0.29, 0.44, 0.37, 0.18, 0.10, 0.39, -0.97, 0.73, -1.15, -0.89, -0.18, 0.36, -0.79, -0.48, -1.16, 0.35, -0.76, -1.08, -0.46, 0.46, 0.08, 0.43, 0.40, 0.29, 0.25, 0.42, 0.33, 0.07, -0.15, 0.30, 0.59, -0.45, 0.50, 0.31, 0.28, 0.29, 0.40, 0.42, -0.21, 0.50, 0.28, 0.37, 0.29, -0.35, 0.29, 0.49, -1.84, 3.08, -2.28, -1.64, -2.14, 3.33, -1.82, -2.64, -1.63, 2.95, -1.81, -1.67, -1.97, 0.55, 0.32, 0.35, 0.59, 0.31, 0.43, 0.64, 0.13, -0.14, 0.31, 0.40, 0.56, 0.31, 0.64, 0.57, -0.10, -0.28, 0.65, 0.34, 0.72, -0.12, 0.35, 0.32, 0.49, 0.24, 0.53, 0.34], "orbital_gap_ev": 6.2, "relative_energy_kcal_mol": 22.1, "energy_ev": -91565.1340}